Here is a structure of composition C36H50BaN9O5S2SbSi at a distorted geometry from OMol25. Energies are from ωB97M-V with the def2-TZVPD basis set.

Its spin multiplicity is 1. Its net charge is -2. For the energy above the lowest of the compared OMol25 structures with the same formula, charge and spin, the calculation gives 0.616 eV.

CARTESIAN COORDINATES (ANGSTROEM)
Ba1 0.296485 0.065638 -0.435704
C1 -3.876420 0.780851 -1.640308
C2 -2.593537 1.561273 -1.701798
N1 -2.049792 2.167630 -0.709382
N2 -2.793818 2.190377 0.442715
C3 -2.162256 2.516750 1.531813
N3 -2.981124 2.694431 2.642128
S1 -0.469525 2.774709 1.794466
C4 -1.870559 1.617620 -3.003852
C5 -1.963907 0.541167 -3.886597
C6 -1.282462 0.591141 -5.086886
C7 -0.538373 1.719792 -5.386062
C8 -0.497855 2.739383 -4.446693
N4 -1.137520 2.705786 -3.282363
H1 -4.471691 1.120275 -0.797397
H2 -3.646213 -0.279865 -1.493234
H3 -4.441308 0.884703 -2.569318
H4 -3.890008 2.272245 2.527569
H5 -2.525429 2.464728 3.513207
H6 -2.489056 -0.354531 -3.582648
H7 -1.298780 -0.260609 -5.755195
H8 0.025764 1.803609 -6.306976
H9 0.091555 3.632807 -4.638865
C9 1.497343 5.134523 -0.463717
N5 2.312382 4.475692 0.541146
C10 2.554283 5.206525 1.770815
C11 2.387396 3.108186 0.494656
N6 2.218300 2.395112 -0.552811
N7 2.589399 2.510300 1.754369
C12 2.874554 1.131769 1.827810
N8 1.904568 0.443224 2.540690
N9 3.967550 0.677391 1.359421
H10 2.098328 5.535071 -1.287299
H11 0.953428 5.956873 0.002414
H12 0.754804 4.438011 -0.858077
H13 2.800509 6.239573 1.520567
H14 3.393723 4.769997 2.305553
H15 1.673999 5.208093 2.426144
H16 2.211974 2.946469 -1.404478
H17 1.841594 2.775013 2.390048
H18 0.942847 0.781248 2.455283
H19 1.968034 -0.563141 2.526024
H20 3.995759 -0.334479 1.448306
O1 -1.474448 -1.770609 -1.688781
S2 -0.163103 -2.159150 -2.294089
O2 -0.239415 -3.252465 -3.244426
O3 0.757417 -2.460414 -1.142939
O4 0.378129 -0.901852 -2.917991
C13 2.916762 1.812557 -3.980431
C14 3.392499 0.363932 -4.060741
Sb1 3.512767 -0.595628 -2.122711
C15 5.650568 -0.241869 -1.875458
C16 5.979327 1.248855 -1.786058
C17 3.728854 -2.600244 -2.878346
C18 4.488167 -2.762287 -4.190402
H21 2.871711 2.281910 -4.968863
H22 3.573261 2.424361 -3.355132
H23 1.911094 1.857072 -3.556176
H24 4.366621 0.280619 -4.551644
H25 2.673629 -0.234822 -4.624187
H26 6.178123 -0.714760 -2.708849
H27 5.957170 -0.756139 -0.960185
H28 5.740146 1.760448 -2.723249
H29 7.041416 1.425327 -1.582972
H30 5.402923 1.721032 -0.985781
H31 2.709779 -2.984796 -2.954120
H32 4.212500 -3.164940 -2.075227
H33 3.956872 -2.280087 -5.013492
H34 4.603887 -3.817524 -4.457759
H35 5.489467 -2.326349 -4.147656
O5 -0.864500 -0.671773 1.563723
Si1 -1.897787 -1.609726 2.297719
C19 -3.615056 -1.800981 1.511340
C20 -4.527639 -0.744595 1.572273
C21 -5.798939 -0.848463 1.023780
C22 -6.184539 -2.021676 0.388146
C23 -5.290919 -3.081329 0.304320
C24 -4.022690 -2.969274 0.862866
C25 -2.273810 -0.951861 4.050892
C26 -3.379652 -1.337661 4.813085
C27 -3.606160 -0.816692 6.082643
C28 -2.725854 0.116330 6.617357
C29 -1.623660 0.522447 5.874512
C30 -1.404563 -0.008711 4.608151
C31 -1.238446 -3.378265 2.484234
C32 -1.417698 -4.167568 3.623132
C33 -0.916548 -5.462282 3.693747
C34 -0.219475 -5.995526 2.615113
C35 -0.024907 -5.225386 1.475631
C36 -0.525834 -3.929246 1.410484
H36 -4.226533 0.185466 2.038893
H37 -6.481481 -0.007031 1.075066
H38 -7.172290 -2.104782 -0.051810
H39 -5.576408 -3.993463 -0.207271
H40 -3.331027 -3.800017 0.779243
H41 -4.089413 -2.048304 4.398250
H42 -4.474584 -1.131125 6.651633
H43 -2.903975 0.532321 7.602986
H44 -0.940114 1.263293 6.274908
H45 -0.565445 0.337195 4.015321
H46 -1.952279 -3.762445 4.477019
H47 -1.065630 -6.053470 4.590987
H48 0.173600 -7.005055 2.665982
H49 0.520162 -5.624168 0.627260
H50 -0.346994 -3.343697 0.510525

Forces on the atoms, in the same order (eV/Å):
-0.13 1.10 0.21
0.02 0.03 -0.01
0.02 0.10 0.07
0.08 -0.06 -0.04
-0.16 -0.03 0.12
0.11 0.03 0.08
0.10 -0.04 0.02
-0.13 0.10 -0.14
0.07 -0.06 -0.09
-0.05 0.00 0.05
0.00 0.00 -0.04
-0.02 0.01 0.00
-0.05 -0.01 0.03
-0.01 -0.01 0.00
0.02 -0.01 -0.01
0.00 0.00 0.00
0.03 -0.02 0.00
-0.07 -0.01 -0.01
-0.02 0.01 -0.06
0.02 0.02 -0.01
0.00 0.00 0.02
0.00 -0.01 0.01
-0.01 0.00 0.01
-0.06 0.01 0.00
0.04 0.04 0.07
-0.06 -0.03 -0.06
-0.13 -0.06 0.13
0.28 -0.24 -0.09
0.03 0.13 -0.24
-0.10 -0.15 0.30
0.02 0.07 -0.29
0.01 0.08 -0.02
0.00 -0.01 -0.01
0.01 0.00 0.00
-0.02 0.01 0.01
0.01 -0.01 -0.01
0.01 -0.01 0.01
-0.01 0.01 -0.01
-0.11 0.06 0.08
0.12 0.04 0.04
0.06 -0.01 0.01
0.01 -0.03 0.05
-0.01 -0.06 -0.01
0.15 -0.18 -0.22
-0.25 -0.08 0.10
-0.07 -0.07 -0.06
0.09 -0.22 -0.22
0.40 -0.05 -0.33
0.00 -0.05 0.02
-0.03 0.00 0.04
-0.04 -0.06 -0.01
-0.03 0.02 -0.06
-0.03 -0.05 0.03
-0.01 -0.10 0.00
-0.06 0.02 -0.01
-0.01 0.00 -0.01
-0.01 -0.01 0.00
0.05 -0.01 0.01
0.00 0.03 0.00
-0.01 0.02 0.01
0.03 0.03 0.00
-0.02 0.03 -0.01
-0.01 -0.02 0.03
-0.01 0.00 0.00
0.01 -0.02 -0.02
0.02 0.02 -0.01
0.00 0.00 -0.02
0.01 0.00 0.02
-0.01 -0.01 0.00
0.02 0.01 0.01
-0.02 -0.11 0.40
-0.09 -0.20 0.14
0.02 0.03 -0.02
-0.04 -0.07 -0.05
0.03 0.01 0.00
0.03 -0.02 0.01
0.01 0.03 0.01
0.00 0.05 0.00
0.05 0.02 -0.04
0.01 0.01 0.01
0.03 -0.01 -0.03
0.01 -0.01 -0.04
-0.02 -0.01 -0.02
-0.08 0.00 0.00
0.05 0.01 0.02
-0.01 0.00 -0.03
0.03 -0.01 -0.05
-0.04 0.04 0.04
-0.01 0.04 0.00
-0.03 0.00 0.01
0.00 0.01 0.02
0.00 0.00 0.00
0.00 0.00 0.00
0.00 0.00 0.00
-0.01 0.01 -0.01
0.01 0.02 0.01
0.00 0.00 -0.01
0.00 -0.01 -0.01
-0.01 -0.01 -0.01
-0.01 0.01 0.03
0.00 0.00 0.00
0.00 -0.01 0.00
0.00 -0.01 0.00
-0.01 0.01 0.01
-0.01 -0.05 0.06